Entry from the Open Molecules 2025 dataset: C27H59N2O16S2 as an isolated structure (wB97M-V/def2-TZVPD).

ORCA input file:
```
! RIJCOSX wB97M-V def2-TZVPD def2/J DEFGRID3
* xyz -1 1
C -2.481 -3.025 9.262
C -3.309 -3.466 8.468
C -4.174 -4.068 7.319
S -4.669 -2.846 6.013
O -5.708 -3.568 5.211
O -5.374 -1.662 6.595
N -3.438 -2.463 4.933
S -2.256 -1.465 5.591
O -0.998 -2.261 5.645
O -2.568 -0.843 6.890
N -1.943 -0.173 4.482
C -2.391 -0.463 3.122
C -1.649 -1.585 2.281
O -3.299 0.146 2.553
C -2.440 1.129 4.975
C -3.971 1.449 5.279
O -1.636 2.043 5.183
H -1.720 -2.352 9.748
H -5.149 -4.416 7.798
H -3.615 -4.950 6.887
H -2.167 -2.575 2.468
H -1.719 -1.375 1.167
H -0.563 -1.713 2.573
H -4.385 0.553 5.836
H -4.597 1.583 4.345
H -3.990 2.340 5.973
C 1.436 -1.320 -3.185
O 2.330 -0.696 -2.275
C 1.670 0.208 -1.390
C 1.393 -0.433 -0.037
O 0.477 -1.518 -0.144
C 1.130 -2.780 -0.175
H 1.928 -2.204 -3.594
H 0.507 -1.636 -2.702
H 1.205 -0.633 -4.004
H 0.748 0.587 -1.843
H 2.343 1.058 -1.241
H 0.926 0.314 0.613
H 2.323 -0.758 0.442
H 1.411 -3.073 0.842
H 2.019 -2.772 -0.808
H 0.428 -3.516 -0.570
C 3.666 -0.778 -6.258
O 2.388 -1.043 -6.824
C 2.095 -0.200 -7.934
C 2.370 -0.902 -9.258
O 3.755 -1.195 -9.418
C 4.066 -2.538 -9.076
H 3.953 -1.639 -5.651
H 4.433 -0.623 -7.021
H 3.607 0.103 -5.615
H 2.652 0.741 -7.863
H 1.028 0.039 -7.880
H 2.090 -0.230 -10.076
H 1.768 -1.811 -9.352
H 3.794 -3.199 -9.906
H 3.554 -2.867 -8.171
H 5.142 -2.607 -8.912
C -4.313 7.952 7.308
O -4.889 6.672 7.522
C -5.892 6.355 6.560
C -5.344 5.468 5.449
O -4.349 6.128 4.679
C -3.038 5.759 5.083
H -3.368 7.994 7.852
H -4.111 8.143 6.250
H -4.980 8.726 7.698
H -6.337 7.269 6.151
H -6.678 5.807 7.088
H -6.163 5.223 4.764
H -4.952 4.528 5.850
H -2.791 4.785 4.651
H -2.933 5.710 6.168
H -2.338 6.503 4.700
C 0.768 5.841 0.448
O 1.313 5.768 1.758
C 1.385 4.430 2.247
C 2.782 3.846 2.078
O 3.138 3.717 0.702
C 3.948 4.791 0.249
H 1.034 6.810 0.024
H 1.160 5.058 -0.207
H -0.321 5.764 0.497
H 0.633 3.799 1.760
H 1.149 4.466 3.314
H 2.793 2.838 2.505
H 3.526 4.444 2.615
H 4.984 4.628 0.565
H 3.604 5.757 0.620
H 3.914 4.806 -0.842
C 2.071 -8.137 -7.674
O 2.674 -6.937 -8.137
C 2.041 -5.770 -7.619
C 2.803 -5.206 -6.422
O 2.793 -6.111 -5.321
C 3.987 -6.875 -5.234
H 2.775 -8.955 -7.836
H 1.831 -8.095 -6.608
H 1.160 -8.336 -8.245
H 0.998 -5.979 -7.359
H 2.043 -5.023 -8.419
H 2.302 -4.291 -6.088
H 3.830 -4.942 -6.696
H 4.776 -6.272 -4.773
H 4.326 -7.229 -6.209
H 3.791 -7.740 -4.599
*
```

The calculation puts the HOMO energy at -6.320 eV. Its maximum force is 0.1050 hartree/bohr.


Entry from the Open Molecules 2025 dataset: C9H8AuF5N5O4S as an isolated structure (wB97M-V/def2-TZVPD).

ORCA input file:
```
! RIJCOSX wB97M-V def2-TZVPD def2/J DEFGRID3
* xyz 1 1
Au 1.000 -0.262 0.295
F -5.562 1.698 -1.509
C -4.492 1.265 -0.869
C -3.225 1.505 -1.382
F -3.080 2.167 -2.524
C -2.109 1.053 -0.708
F -0.918 1.303 -1.281
C -2.205 0.356 0.488
S -0.902 -0.261 1.523
C -3.491 0.117 0.975
F -3.635 -0.553 2.114
C -4.621 0.562 0.321
F -5.819 0.316 0.825
N 3.025 -0.317 -0.372
N 3.600 -1.595 -0.356
C 2.794 -2.697 -0.336
N 3.364 -3.882 -0.457
N 1.501 -2.405 -0.210
N 0.519 -3.406 -0.344
O -0.605 -3.004 -0.279
O 0.869 -4.560 -0.526
H 3.079 0.111 -1.294
H 3.506 0.282 0.293
H 4.594 -1.677 -0.497
H 4.360 -3.974 -0.565
H 2.763 -4.694 -0.476
C 0.557 3.816 1.408
O 0.430 2.359 1.380
C 1.102 1.750 0.451
O 1.871 2.193 -0.364
H -0.260 4.150 2.035
H 0.472 4.207 0.398
H 1.518 4.076 1.845
*
```

The value obtained for the energy relative to the best compared isomer or geometry (same formula, charge and spin) is 4.47 kcal/mol. The calculation puts the HOMO energy at -11.224 eV. Its maximum force is 0.0159 hartree/bohr.


Entry from the Open Molecules 2025 dataset: one molecule with the formula C19H28N2O4 (wB97M-V/def2-TZVPD).

ORCA input file:
```
! RIJCOSX wB97M-V def2-TZVPD def2/J DEFGRID3
* xyz 0 1
C -4.725 -3.296 0.258
C -4.219 -1.903 0.031
C -3.014 -1.503 0.594
C -2.504 -0.229 0.385
C -3.246 0.677 -0.382
C -4.440 0.275 -0.962
C -4.917 -1.006 -0.763
H -5.846 -1.306 -1.224
H -4.976 0.986 -1.570
O -2.816 1.952 -0.596
C -1.943 2.454 0.393
C -2.709 2.871 1.656
H -2.019 3.299 2.377
H -3.464 3.610 1.398
H -3.201 2.007 2.100
C -0.855 1.467 0.792
O 0.267 1.841 1.082
N -1.253 0.174 0.884
C -0.261 -0.811 1.277
H -0.686 -1.485 2.025
H 0.554 -0.247 1.737
C 0.258 -1.589 0.062
C 0.670 -0.587 -1.017
O -0.010 -0.378 -2.002
N 1.828 0.037 -0.755
H 2.325 -0.127 0.110
C 2.303 1.170 -1.513
C 3.825 1.138 -1.634
C 4.509 1.216 -0.262
O 4.339 0.048 0.514
C 5.227 -1.028 0.226
C 6.443 -0.971 1.151
H 6.964 -0.023 1.035
H 6.122 -1.063 2.185
H 7.132 -1.778 0.918
C 4.452 -2.330 0.409
H 5.108 -3.182 0.253
H 3.631 -2.382 -0.302
H 4.048 -2.374 1.418
H 5.566 -0.957 -0.817
H 5.577 1.436 -0.390
H 4.057 2.019 0.325
H 4.130 0.223 -2.145
H 4.152 1.988 -2.235
H 1.993 2.096 -1.011
H 1.829 1.129 -2.497
H 1.103 -2.210 0.360
H -0.530 -2.219 -0.351
H -1.462 3.329 -0.055
H -2.473 -2.213 1.201
H -4.223 -3.991 -0.416
H -4.531 -3.620 1.278
H -5.794 -3.355 0.067
*
```

The value obtained for the energy relative to the best compared isomer or geometry (same formula, charge and spin) is 14.77 kcal/mol. The calculation puts the HOMO energy at -7.982 eV. Its maximum force is 0.0129 hartree/bohr.


Entry from the Open Molecules 2025 dataset: a 2-piece molecular cluster, CH3NOS2 overall (wB97M-V/def2-TZVPD).

ORCA input file:
```
! RIJCOSX wB97M-V def2-TZVPD def2/J DEFGRID3
* xyz 0 1
C -3.338 1.235 -1.728
N -3.337 0.104 -1.863
O 2.592 -2.194 0.713
S 3.000 -0.621 0.381
S 2.218 0.142 2.046
H -3.345 2.287 -1.611
H 2.125 -2.583 -0.034
H 0.949 0.319 1.643
*
```

The value obtained for the energy relative to the best compared isomer or geometry (same formula, charge and spin) is 18.62 kcal/mol. The calculation puts the HOMO energy at -9.097 eV. Its maximum force is 0.0188 hartree/bohr.


Entry from the Open Molecules 2025 dataset: C38H32N6O12S2V as an isolated structure (wB97M-V/def2-TZVPD).

ORCA input file:
```
! RIJCOSX wB97M-V def2-TZVPD def2/J DEFGRID3
* xyz -2 4
V -0.729 0.638 -0.286
O 2.345 0.319 2.251
C 1.367 0.851 1.734
O 0.722 0.321 0.762
C 0.775 2.101 2.314
C 1.396 2.774 3.331
C 0.732 3.808 4.032
C -0.609 4.061 3.761
C -1.249 3.407 2.725
C -0.534 2.489 1.862
O -1.047 2.088 0.791
N -2.634 3.564 2.583
O -3.196 4.477 3.210
O -3.274 2.807 1.852
N 1.361 4.503 5.072
O 0.713 5.354 5.699
O 2.543 4.263 5.340
H 2.388 2.481 3.640
H -1.177 4.739 4.382
C 2.786 -4.282 4.579
C 1.627 -3.513 4.011
C 1.673 -3.041 2.704
C 0.629 -2.290 2.194
C -0.465 -1.996 2.986
C -0.532 -2.470 4.281
C 0.505 -3.237 4.785
S -1.733 -0.817 2.459
O -2.998 -1.325 2.961
O -1.323 0.438 3.015
N -1.666 -0.783 0.843
C -1.984 -1.907 0.157
C -2.670 -3.027 0.641
C -2.996 -4.073 -0.211
C -2.632 -4.070 -1.539
C -1.848 -3.018 -2.043
C -1.333 -2.994 -3.357
C -0.512 -1.942 -3.706
C -0.225 -0.938 -2.793
N -0.714 -0.895 -1.548
C -1.517 -1.935 -1.185
H 3.686 -3.668 4.572
H 2.987 -5.175 3.989
H 2.588 -4.582 5.605
H 2.541 -3.243 2.093
H 0.671 -1.895 1.192
H -1.399 -2.215 4.875
H 0.450 -3.618 5.797
H -2.991 -3.053 1.666
H -3.559 -4.909 0.185
H -2.931 -4.877 -2.195
H -1.563 -3.794 -4.049
H -0.071 -1.892 -4.693
H 0.437 -0.139 -3.087
C 4.519 -3.526 -2.765
C 4.030 -2.150 -2.421
C 4.583 -1.000 -2.970
C 4.071 0.255 -2.666
C 2.993 0.368 -1.809
C 2.466 -0.769 -1.225
C 2.970 -2.014 -1.534
S 2.270 1.995 -1.415
O 2.476 2.243 -0.017
O 2.984 2.933 -2.275
N 0.676 1.868 -1.725
C 0.103 2.283 -2.868
C 0.737 3.058 -3.873
C 0.036 3.431 -4.990
C -1.296 3.054 -5.131
C -1.837 2.287 -4.116
N -1.183 1.910 -3.036
H 5.482 -3.502 -3.270
H 3.797 -4.017 -3.419
H 4.612 -4.130 -1.863
H 5.421 -1.088 -3.649
H 4.504 1.154 -3.081
H 1.673 -0.660 -0.508
H 2.525 -2.890 -1.084
H 1.762 3.349 -3.746
H 0.529 4.019 -5.756
H -1.879 3.351 -5.991
H -2.867 1.940 -4.178
C -4.860 1.407 -0.721
C -3.415 1.813 -0.912
C -3.176 3.293 -1.054
O -2.534 0.968 -0.949
H -5.510 1.831 -1.485
H -5.161 1.784 0.254
H -4.947 0.322 -0.725
H -3.555 3.646 -2.016
H -2.109 3.490 -0.981
H -3.702 3.820 -0.264
*
```

The value obtained for the energy relative to the best compared isomer or geometry (same formula, charge and spin) is 47.03 kcal/mol. The expectation value of S² is 3.80. The calculation puts the HOMO energy (spin up / spin down) at -0.263 / -2.545 eV. Its maximum force is 0.0620 hartree/bohr.


Entry from the Open Molecules 2025 dataset: one molecule with the formula C5H7N (wB97M-V/def2-TZVPD).

ORCA input file:
```
! RIJCOSX wB97M-V def2-TZVPD def2/J DEFGRID3
* xyz 0 1
C -0.322 1.718 0.147
C -0.184 0.420 -0.695
C 0.993 0.046 -0.091
N 0.929 -1.222 0.314
C -0.294 -1.722 -0.053
C -1.024 -0.745 -0.657
H -1.358 1.890 0.366
H 0.220 1.775 1.126
H 0.053 2.520 -0.460
H 1.904 0.604 0.057
H 1.634 -1.676 0.859
H -0.526 -2.744 0.138
H -2.024 -0.863 -1.053
*
```

The value obtained for the energy relative to the best compared isomer or geometry (same formula, charge and spin) is 50.25 kcal/mol. The calculation puts the HOMO energy at -7.774 eV. Its maximum force is 0.0475 hartree/bohr.


Entry from the Open Molecules 2025 dataset: a 2-piece molecular cluster, C4H14NO overall (wB97M-V/def2-TZVPD).

ORCA input file:
```
! RIJCOSX wB97M-V def2-TZVPD def2/J DEFGRID3
* xyz 1 1
C 1.883 -0.583 0.926
C 0.408 -0.803 0.549
N 0.037 -0.316 -0.895
C 0.827 0.838 -1.381
C -0.482 -0.040 1.498
H 2.490 -1.447 0.673
H 2.352 0.284 0.470
H 1.956 -0.378 1.991
H 0.179 -1.864 0.576
H -0.917 0.034 -0.758
H 0.152 -1.096 -1.542
H 1.135 1.469 -0.551
H 0.373 1.502 -2.111
H 1.782 0.517 -1.797
H -0.215 0.988 1.733
H -1.531 -0.143 1.199
H -0.516 -0.517 2.482
H -3.676 -0.138 -1.203
H -3.281 1.312 -0.979
O -2.956 0.382 -0.878
*
```

The value obtained for the energy relative to the best compared isomer or geometry (same formula, charge and spin) is 15.74 kcal/mol. The calculation puts the HOMO energy at -15.904 eV. Its maximum force is 0.0370 hartree/bohr.


Entry from the Open Molecules 2025 dataset: an isolated ion of composition CH2NO2S2 and charge -1 (wB97M-V/def2-TZVPD).

ORCA input file:
```
! RIJCOSX wB97M-V def2-TZVPD def2/J DEFGRID3
* xyz -1 1
C -1.658 -0.878 -0.423
N 0.030 -0.336 -0.207
O -2.406 0.788 1.338
O -2.399 1.727 -0.964
S -1.963 -2.395 -0.270
S -2.833 0.628 -0.087
H -0.128 0.124 0.747
H -0.292 0.525 -0.766
*
```

The value obtained for the energy relative to the best compared isomer or geometry (same formula, charge and spin) is 41.12 kcal/mol. The calculation puts the HOMO energy at -3.734 eV. Its maximum force is 0.0966 hartree/bohr.


Entry from the Open Molecules 2025 dataset: C37H76N5NiO10 as an isolated structure (wB97M-V/def2-TZVPD).

ORCA input file:
```
! RIJCOSX wB97M-V def2-TZVPD def2/J DEFGRID3
* xyz -1 3
Ni -0.997 0.365 2.530
C -1.678 2.834 2.700
O -1.292 2.211 1.699
O -1.891 1.984 3.549
O -1.469 4.070 2.655
N 0.390 0.253 -0.619
O 0.454 -0.388 -1.631
O 0.905 1.370 -0.585
O -0.263 -0.149 0.359
C -2.474 0.776 -3.248
C -2.207 2.247 -3.518
C -3.128 2.522 -4.718
C -4.541 2.849 -4.454
C -4.766 3.837 -3.290
C -3.872 3.509 -2.030
N -2.440 3.201 -2.388
O -1.763 2.801 -1.304
C -3.958 4.717 -1.044
C -4.585 2.384 -1.252
C -0.837 2.351 -4.136
H -3.551 0.621 -3.185
H -2.046 0.580 -2.265
H -2.117 0.004 -3.928
H -2.795 3.424 -5.232
H -3.010 1.713 -5.439
H -5.051 1.897 -4.311
H -5.160 3.161 -5.296
H -5.835 4.001 -3.159
H -4.425 4.774 -3.730
H -3.533 4.578 -0.050
H -3.402 5.515 -1.535
H -4.993 5.033 -0.913
H -4.727 2.698 -0.217
H -5.572 2.103 -1.618
H -4.006 1.461 -1.223
H -0.043 1.741 -3.704
H -0.638 3.422 -4.175
H -0.821 2.275 -5.223
H -2.346 2.112 -0.977
C 4.043 0.878 -3.068
C 4.447 2.148 -2.491
C 5.899 2.465 -3.004
C 6.016 2.951 -4.405
C 5.053 4.251 -4.529
C 3.490 4.019 -4.137
N 3.442 3.332 -2.823
O 2.151 2.833 -2.506
C 2.766 5.376 -4.138
C 2.872 3.308 -5.383
C 4.544 2.172 -0.881
H 4.453 0.170 -2.349
H 4.367 0.562 -4.060
H 2.967 0.711 -3.014
H 6.520 3.166 -2.445
H 6.611 1.646 -2.909
H 5.669 2.186 -5.100
H 7.060 3.220 -4.560
H 4.969 4.660 -5.536
H 5.414 5.030 -3.857
H 2.975 5.970 -3.248
H 3.003 5.990 -5.007
H 1.685 5.326 -4.009
H 1.803 3.096 -5.363
H 2.930 3.903 -6.295
H 3.195 2.333 -5.746
H 4.874 3.095 -0.404
H 5.303 1.496 -0.485
H 3.618 1.903 -0.372
H 2.091 2.136 -3.164
C 1.579 -5.773 0.508
C 2.062 -5.962 2.039
C 3.648 -6.137 1.928
C 4.372 -4.838 1.501
C 4.144 -3.728 2.438
C 2.617 -3.486 2.575
N 1.825 -4.716 2.829
O 0.470 -4.491 3.102
C 2.523 -2.723 3.921
C 2.080 -2.483 1.472
C 1.570 -7.227 2.816
H 2.210 -5.214 -0.183
H 0.624 -5.275 0.675
H 1.440 -6.645 -0.132
H 3.906 -6.584 2.888
H 3.862 -6.804 1.093
H 4.005 -4.591 0.505
H 5.446 -5.011 1.576
H 4.830 -2.941 2.126
H 4.557 -4.064 3.390
H 1.450 -2.587 4.050
H 2.749 -3.374 4.766
H 3.107 -1.807 3.827
H 2.204 -2.730 0.418
H 0.990 -2.488 1.447
H 2.477 -1.477 1.607
H 2.126 -7.401 3.737
H 1.621 -8.161 2.257
H 0.582 -7.044 3.239
H 0.095 -4.037 2.344
C -3.860 -3.107 2.522
C -3.620 -1.508 2.659
C -4.839 -0.868 3.340
C -4.892 -1.115 4.845
C -3.653 -0.601 5.531
C -2.394 -1.259 4.817
N -2.409 -1.162 3.368
O -1.299 -1.683 2.768
C -1.108 -0.570 5.480
C -2.254 -2.734 5.330
C -3.580 -0.810 1.298
H -4.301 -3.648 3.359
H -4.431 -3.382 1.635
H -2.936 -3.683 2.470
H -4.851 0.217 3.451
H -5.778 -1.191 2.890
H -5.667 -0.589 5.401
H -5.044 -2.191 4.934
H -3.688 -0.800 6.602
H -3.660 0.488 5.491
H -0.933 -0.458 6.551
H -0.894 0.474 5.252
H -0.226 -1.128 5.167
H -1.218 -3.051 5.211
H -2.803 -3.525 4.820
H -2.584 -2.908 6.354
H -4.608 -0.724 0.947
H -3.103 0.164 1.192
H -3.006 -1.462 0.639
H -1.282 -2.578 3.115
*
```

The value obtained for the energy relative to the best compared isomer or geometry (same formula, charge and spin) is 160.29 kcal/mol. The expectation value of S² is 2.01. The calculation puts the HOMO energy (spin up / spin down) at -4.838 / -4.645 eV. Its maximum force is 0.1507 hartree/bohr.